Entry 1:
Entry from OMol25: one molecule with the formula C5H5N in a non-equilibrium geometry (ωB97M-V with the def2-TZVPD basis set).

The net charge is 0. The gap between HOMO and LUMO comes out at 0.409 hartree. Its structure (SMILES) is CC1=C[C@@H]1C#N. The calculation puts the molar mass at 79.10 g/mol. The HOMO energy is -0.378 Eh.

Element x y z (Å)
C (-0.355, -0.707, -0.858)
C (-1.662, -1.163, -0.526)
C (0.338, 0.358, -0.015)
C (-0.107, 0.755, -1.166)
C (0.996, 0.537, 1.278)
N (-2.706, -1.565, -0.269)
H (-0.264, 1.494, -1.909)
H (0.243, -1.471, -1.355)
H (0.656, 1.456, 1.752)
H (2.076, 0.609, 1.134)
H (0.785, -0.305, 1.934)

Forces on the atoms, in the same order (eV/Å):
C 1.1 0.5 -0.3
C -0.6 -0.2 0.2
C -0.7 -0.1 -1.3
C 0.4 -0.7 1.2
C 0.2 0.1 0.3
N -0.3 -0.1 0.1
H -0.1 0.4 -0.3
H 0.0 0.1 0.0
H 0.0 0.0 0.0
H 0.0 0.0 0.1
H 0.0 0.0 0.0

***

Entry 2:
Entry from OMol25: one molecule with the formula C5H5N in a non-equilibrium geometry (ωB97M-V with the def2-TZVPD basis set).

The net charge is 0. The gap between HOMO and LUMO (spin up / spin down) comes out at 0.295 / 0.300 hartree. The calculation puts the molar mass at 79.10 g/mol. The HOMO energy (spin up / spin down) is -0.323 / -0.333 Eh.

Element x y z (Å)
C (2.779, 0.526, -0.075)
C (-0.791, -0.312, -0.163)
C (1.573, 0.023, 0.209)
C (0.539, 0.272, -0.741)
C (-0.355, 1.042, 0.262)
N (3.890, 0.899, -0.128)
H (-1.535, -0.390, -0.864)
H (-0.605, -1.192, 0.454)
H (1.439, -0.780, 0.923)
H (0.547, 0.302, -1.854)
H (-0.021, 1.391, 1.316)

Forces on the atoms, in the same order (eV/Å):
C 5.7 1.7 0.6
C 2.8 0.6 2.3
C -3.3 -1.2 -1.0
C -2.1 -0.3 -0.3
C 1.3 -1.0 0.9
N -2.0 -0.5 -0.3
H -1.7 0.0 -1.6
H -0.5 0.1 0.1
H 0.0 0.3 0.2
H 0.5 0.7 1.1
H -0.7 -0.4 -2.0

***

Entry 3:
Entry from OMol25: a 2-piece molecular cluster, C5H5N2O2S overall in a non-equilibrium geometry (ωB97M-V with the def2-TZVPD basis set).

The net charge is -1. The gap between HOMO and LUMO (spin up / spin down) comes out at 0.267 / 0.265 hartree. The calculation puts the molar mass at 157.17 g/mol. The HOMO energy (spin up / spin down) is -0.174 / -0.147 Eh.

Element x y z (Å)
C (2.848, 0.583, 0.094)
C (2.263, -0.635, 0.139)
C (2.021, 1.677, 0.081)
C (0.839, -0.497, 0.115)
C (-3.125, 0.168, 0.029)
N (-0.020, -1.370, -0.118)
N (-2.789, -1.182, -0.064)
O (-4.305, 0.228, -0.387)
O (-2.384, 0.998, 0.540)
S (0.327, 1.231, 0.042)
H (3.898, 0.600, -0.062)
H (2.488, -1.656, 0.442)
H (2.223, 2.719, 0.057)
H (-1.152, -1.226, 0.040)
H (-3.132, -1.639, -0.950)

Forces on the atoms, in the same order (eV/Å):
C 1.9 0.3 -0.2
C -2.4 -1.3 0.8
C -2.0 -0.3 -0.3
C -1.3 1.5 -0.9
C -0.2 -1.0 -0.6
N -2.8 -2.7 0.9
N 0.3 -1.5 -0.6
O -1.3 1.0 -0.1
O 0.2 0.5 0.2
S 1.7 0.7 0.7
H 1.0 0.6 0.4
H 1.1 0.4 -0.6
H 0.7 0.5 -0.1
H 2.6 0.2 -0.6
H 0.5 1.1 1.0

***

Entry 4:
Entry from OMol25: one molecule with the formula C5H5N3 in a non-equilibrium geometry (ωB97M-V with the def2-TZVPD basis set).

The net charge is 0. The gap between HOMO and LUMO comes out at 0.327 hartree. Its structure (SMILES) is [H]/N=C\N=C1/C=CC=N1. The calculation puts the molar mass at 107.12 g/mol. The HOMO energy is -0.381 Eh.

Element x y z (Å)
C (-2.213, 0.133, -0.041)
C (0.092, -0.424, 0.017)
C (0.721, 0.932, 0.108)
C (2.027, 0.665, -0.040)
C (2.198, -0.825, -0.007)
H (-3.537, -1.136, 0.192)
H (-1.886, 1.152, -0.158)
H (0.202, 1.857, 0.153)
H (2.807, 1.411, -0.197)
H (3.115, -1.340, -0.022)
N (-3.445, -0.172, 0.025)
N (-1.153, -0.838, -0.087)
N (1.073, -1.415, 0.055)

Forces on the atoms, in the same order (eV/Å):
C 0.3 -0.9 -0.6
C -3.4 -0.5 0.6
C 0.5 -1.4 -0.6
C 0.2 0.7 0.1
C -1.2 1.5 -0.1
H -0.2 -1.9 -0.1
H -0.3 0.6 0.0
H -0.1 0.6 -0.1
H -0.1 -0.3 0.3
H 1.0 -0.6 0.0
N 1.2 2.1 0.3
N 1.5 1.2 0.7
N 0.5 -1.1 -0.4

***

Entry 5:
Entry from OMol25: a 2-piece molecular cluster, C5H5N3Si overall in a non-equilibrium geometry (ωB97M-V with the def2-TZVPD basis set).

The net charge is 0. The gap between HOMO and LUMO comes out at 0.317 hartree. The calculation puts the molar mass at 135.20 g/mol. The HOMO energy is -0.411 Eh.

Element x y z (Å)
C (-2.217, 0.561, 0.993)
C (-1.462, 1.377, -1.756)
C (1.186, 2.093, 0.521)
C (1.433, -1.274, 0.165)
C (-0.022, -1.349, -0.227)
N (-2.941, 0.757, 1.841)
N (-1.849, 1.965, -2.650)
N (1.783, 2.937, 1.011)
Si (-0.870, 0.348, -0.348)
H (2.037, -0.702, -0.515)
H (1.602, -0.558, 1.135)
H (1.841, -2.207, 0.302)
H (-0.436, -2.040, 0.587)
H (-0.086, -1.909, -1.059)

Forces on the atoms, in the same order (eV/Å):
C 2.9 -0.3 -2.8
C 0.9 -1.5 1.4
C -3.1 -2.8 -1.4
C 0.4 4.9 2.3
C -0.3 0.8 3.6
N -1.6 0.3 1.8
N -0.5 0.8 -1.2
N 0.9 1.0 0.5
Si 0.9 1.3 2.4
H 0.2 0.0 -0.8
H -0.6 -2.2 -1.9
H 0.9 -2.2 0.5
H -0.4 1.5 -1.0
H -0.5 -1.6 -3.4

***

Entry 6:
Entry from OMol25: an isolated ion of composition C5H5N4S2 and charge +1 in a non-equilibrium geometry (ωB97M-V with the def2-TZVPD basis set).

The net charge is +1. The gap between HOMO and LUMO (spin up / spin down) comes out at 0.230 / 0.196 hartree. As for the spin multiplicity: 3. The calculation puts the molar mass at 185.26 g/mol. The HOMO energy (spin up / spin down) is -0.399 / -0.457 Eh.

Element x y z (Å)
C (1.688, -1.071, 0.100)
C (-0.056, 1.892, -0.037)
C (-1.349, -0.286, 0.266)
C (-0.713, -1.548, 0.672)
C (1.568, 0.861, -1.483)
N (1.628, -0.120, -0.726)
N (-0.786, 0.865, 0.187)
N (0.622, -1.809, 0.561)
N (0.947, 1.979, -0.924)
S (-1.703, -2.699, 1.334)
S (-3.016, -0.482, -0.149)
H (2.652, -1.369, 0.497)
H (-0.322, 2.807, 0.490)
H (0.863, -2.711, 0.968)
H (1.213, 2.887, -1.290)
H (-3.235, 0.806, -0.466)

Forces on the atoms, in the same order (eV/Å):
C -1.2 -2.8 1.6
C -3.0 -1.3 1.6
C 0.6 -2.0 -0.1
C -2.1 1.4 -0.7
C -0.7 0.1 2.8
N -0.3 1.6 -2.3
N 1.9 2.4 -0.2
N 2.7 1.2 -0.2
N 1.9 -0.1 -2.6
S 0.2 -0.7 0.1
S -0.7 0.1 0.0
H 0.1 -0.3 -0.2
H 0.3 0.1 -0.2
H 0.1 0.3 0.2
H -0.2 -0.1 0.1
H 0.1 0.0 0.0

***

Entry 7:
Entry from OMol25: C5H5NNa as an isolated structure (ωB97M-V with the def2-TZVPD basis set).

The net charge is +1. The gap between HOMO and LUMO comes out at 0.276 hartree. The calculation puts the molar mass at 102.09 g/mol. The HOMO energy is -0.465 Eh.

Element x y z (Å)
Na (-0.116, -4.690, -0.963)
N (-0.029, -1.154, -0.237)
C (0.526, -0.277, -1.087)
C (-0.549, -0.657, 0.895)
C (0.584, 1.096, -0.852)
C (-0.540, 0.699, 1.220)
C (0.040, 1.597, 0.328)
H (0.947, -0.701, -2.008)
H (-0.999, -1.389, 1.579)
H (1.053, 1.761, -1.589)
H (-0.983, 1.041, 2.165)
H (0.066, 2.672, 0.549)

Forces on the atoms, in the same order (eV/Å):
Na 0.0 0.4 0.1
N 0.0 0.1 0.0
C 0.1 0.0 -0.1
C -0.1 -0.1 0.1
C 0.1 0.0 -0.2
C -0.1 0.0 0.2
C 0.0 0.1 0.0
H -0.2 0.3 0.4
H 0.2 0.4 -0.3
H -0.2 -0.4 0.4
H 0.2 -0.2 -0.5
H 0.0 -0.6 -0.1

***

Entry 8:
Entry from OMol25: one molecule with the formula C5H5NO in a non-equilibrium geometry (ωB97M-V with the def2-TZVPD basis set).

The net charge is 0. The gap between HOMO and LUMO comes out at 0.420 hartree. Its structure (SMILES) is C#C[C@@H](C#N)CO. The calculation puts the molar mass at 95.10 g/mol. The HOMO energy is -0.393 Eh.

Element x y z (Å)
O (1.546, 1.058, 0.577)
C (0.289, 0.759, 1.126)
C (-0.684, 0.257, 0.010)
C (0.115, -0.238, -1.111)
C (0.665, -0.809, -2.011)
C (-1.553, -0.882, 0.371)
N (-2.196, -1.827, 0.544)
H (1.968, 0.263, 0.214)
H (0.323, 0.033, 1.951)
H (-0.071, 1.708, 1.527)
H (-1.331, 1.071, -0.337)
H (0.929, -1.392, -2.859)

Forces on the atoms, in the same order (eV/Å):
O 0.3 0.0 0.3
C -0.1 0.1 0.2
C 0.1 0.0 -0.1
C 0.0 -0.5 -0.7
C -0.6 0.1 0.2
C -0.5 -0.7 0.3
N 0.6 1.0 0.0
H -0.3 0.2 0.1
H 0.1 0.1 -0.3
H -0.1 -0.2 0.0
H 0.2 -0.1 0.1
H 0.4 0.1 -0.1